1.
Here is an isolated ion of composition C5H11N2 and charge +1 from the Open Molecules 2025 dataset. Energies are from ωB97M-V/def2-TZVPD.

Each atom is followed by the atoms it is bonded to, with distances in Å.
Positions of all 18 atoms, in Å:
1 N -0.743 0.539 0.260  N2 1.321, C4 1.302, C5 1.446
2 N 0.067 -0.496 0.399  N1 1.321, C3 1.788, C6 1.516
3 C 1.822 -0.155 0.409  N2 1.788, C7 1.267, H12 1.109
4 C -0.386 1.709 0.705  N1 1.302, H8 1.112, H18 1.146
5 C -1.993 0.371 -0.445  N1 1.446, H10 1.110, H16 1.124, H17 1.168
6 C -0.237 -1.947 0.080  N2 1.516, H9 1.105, H14 1.201, H15 1.086
7 C 2.317 0.438 -0.595  C3 1.267, H11 1.153, H13 1.128
8 H -1.147 2.503 0.549  C4 1.112
9 H -0.080 -2.068 -1.007  C6 1.105
10 H -1.660 -0.086 -1.400  C5 1.110
11 H 3.465 0.482 -0.693  C7 1.153
12 H 2.036 -0.813 1.275  C3 1.109
13 H 1.917 0.849 -1.565  C7 1.128
14 H 0.552 -2.410 0.858  C6 1.201
15 H -1.250 -2.081 0.446  C6 1.086
16 H -2.838 -0.037 0.174  C5 1.124
17 H -2.374 1.404 -0.834  C5 1.168
18 H 0.532 1.799 1.384  C4 1.146

LUMO level (spin up / spin down)   -4.1 / -4.1 eV
Net charge   +1
Energy above the lowest of the compared OMol25 structures with the same formula, charge and spin   501.9 kJ/mol
SMILES string   C=CN(C)[N+](=C)C
E   -8331.9174 eV


2.
Here is a 5-piece molecular cluster, C14H28Cl8NOP2 overall from the Open Molecules 2025 dataset. Energies are from ωB97M-V/def2-TZVPD.

Each atom is followed by the atoms it is bonded to, with distances in Å.
Positions of all 54 atoms, in Å:
1 Cl 7.102 -4.603 7.229  C16 1.765
2 Cl 9.478 -6.244 6.747  C16 1.772
3 Cl -1.223 1.872 -7.705  C15 1.770
4 Cl -3.655 3.457 -7.256  C15 1.768
5 Cl 3.105 -6.260 4.006  C22 1.772
6 Cl 5.647 -4.859 3.637  C22 1.774
7 Cl -2.333 3.890 -3.518  C21 1.770
8 Cl 0.060 2.288 -4.026  C21 1.765
9 P 0.414 -0.102 -0.081  P10 2.275, O11 1.760, C23 1.946, H36 1.454, H49 1.454, H54 1.456
10 P 2.071 -0.509 1.425  P9 2.275, N12 1.602, H45 1.430, H50 1.423
11 O 0.412 1.593 0.392  P9 1.760, C19 1.408
12 N 2.144 -2.030 1.924  P10 1.602, H34 1.018
13 C -2.302 0.411 -0.679  C14 1.372, C23 1.489, C25 1.379
14 C -3.246 -0.573 -0.525  C13 1.372, C18 1.372, H43 1.087
15 C -2.875 2.213 -8.242  Cl3 1.770, Cl4 1.768, H42 1.084, H53 1.084
16 C 7.830 -5.857 6.224  Cl1 1.765, Cl2 1.772, H28 1.082, H52 1.084
17 C -3.772 1.876 0.532  C25 1.367, C26 1.375, H47 1.088
18 C -4.415 -0.341 0.154  C14 1.372, C26 1.368, H39 1.088
19 C 1.424 2.391 -0.176  O11 1.408, C20 1.557, H44 1.100, H48 1.095
20 C 1.730 3.540 0.827  C19 1.557, H30 1.097, H32 1.093, H41 1.090
21 C -1.593 2.644 -4.534  Cl7 1.770, Cl8 1.765, H37 1.086, H40 1.081
22 C 3.894 -4.682 3.838  Cl5 1.772, Cl6 1.774, H31 1.088, H51 1.083
23 C -1.013 0.154 -1.379  P9 1.946, C13 1.489, H33 1.092, H35 1.094
24 C -5.984 1.079 1.488  C26 1.516, H27 1.091, H29 1.093, H38 1.095
25 C -2.609 1.645 -0.147  C13 1.379, C17 1.367, H46 1.085
26 C -4.699 0.876 0.711  C17 1.375, C18 1.368, C24 1.516
27 H -6.806 1.474 0.888  C24 1.091
28 H 7.863 -5.506 5.200  C16 1.082
29 H -6.244 0.124 1.952  C24 1.093
30 H 2.693 3.338 1.313  C20 1.097
31 H 3.487 -4.170 2.968  C22 1.088
32 H 1.801 4.517 0.342  C20 1.093
33 H -0.716 0.978 -2.030  C23 1.092
34 H 1.391 -2.553 1.480  N12 1.018
35 H -1.076 -0.801 -1.910  C23 1.094
36 H -0.538 -0.338 0.993  P9 1.454
37 H -2.182 1.736 -4.459  C21 1.086
38 H -5.778 1.755 2.325  C24 1.095
39 H -5.130 -1.155 0.262  C18 1.088
40 H -1.575 2.994 -5.557  C21 1.081
41 H 0.997 3.537 1.634  C20 1.090
42 H -2.841 2.557 -9.269  C15 1.084
43 H -3.088 -1.568 -0.930  C14 1.087
44 H 1.051 2.848 -1.105  C19 1.100
45 H 3.318 -0.181 0.808  P10 1.430
46 H -1.876 2.434 -0.283  C25 1.085
47 H -3.934 2.875 0.932  C17 1.088
48 H 2.367 1.857 -0.334  C19 1.095
49 H 0.434 -1.536 -0.324  P9 1.454
50 H 1.943 0.365 2.541  P10 1.423
51 H 3.703 -4.099 4.730  C22 1.083
52 H 7.224 -6.753 6.291  C16 1.084
53 H -3.457 1.301 -8.172  C15 1.084
54 H 1.379 0.099 -1.153  P9 1.456

LUMO level   1.9 eV
Net charge   -1
E   -137265.4837 eV


3.
Here is a 2-piece molecular cluster, C7H15N3O overall from the Open Molecules 2025 dataset. Energies are from ωB97M-V/def2-TZVPD.

Each atom is followed by the atoms it is bonded to, with distances in Å.
Positions of all 26 atoms, in Å:
1 O -1.415 -1.930 0.766  C8 1.319, H22 1.036
2 N -1.956 1.675 -0.342  C6 1.457, C11 1.314, H16 0.994
3 N -0.183 0.577 0.957  N4 1.308, C6 1.424
4 N 0.676 0.992 0.062  N3 1.308, C5 1.411, C10 1.492
5 C 0.334 1.713 -1.102  N4 1.411, C11 1.405, H13 1.084, H17 1.121
6 C -1.569 0.865 0.805  N2 1.457, N3 1.424, H25 1.100, H26 1.037
7 C 0.003 -2.024 -1.036  C8 1.465, H20 1.100, H23 1.161, H24 1.101
8 C -0.146 -2.025 0.420  O1 1.319, C7 1.465, C9 1.364
9 C 0.861 -1.903 1.331  C8 1.364, H15 1.056, H19 1.048
10 C 2.127 0.793 0.345  N4 1.492, H12 1.069, H18 1.145, H21 1.051
11 C -1.019 2.086 -1.167  N2 1.314, C5 1.405, H14 1.107
12 H 2.654 0.507 -0.540  C10 1.069
13 H 1.112 2.467 -1.122  C5 1.084
14 H -1.455 2.851 -1.837  C11 1.107
15 H 1.778 -2.046 0.828  C9 1.056
16 H -2.901 1.962 -0.457  N2 0.994
17 H 0.616 1.083 -1.986  C5 1.121
18 H 2.893 1.524 0.780  C10 1.145
19 H 0.881 -1.737 2.365  C9 1.048
20 H 1.029 -1.680 -1.236  C7 1.100
21 H 2.195 -0.137 0.831  C10 1.051
22 H -1.640 -2.229 1.732  O1 1.036
23 H -0.155 -3.138 -1.323  C7 1.161
24 H -0.765 -1.389 -1.504  C7 1.101
25 H -2.046 -0.124 0.733  C6 1.100
26 H -1.912 1.267 1.697  C6 1.037

LUMO level (spin up / spin down)   -10.0 / -10.0 eV
Net charge   +2
Energy above the lowest of the compared OMol25 structures with the same formula, charge and spin   516.3 kJ/mol
E   -13997.9260 eV